Entry 1:
The following is a DFT calculation (ωB97M-V/def2-TZVPD) of a cluster of 11 separate species, C17H56N6O11 in total at a distorted geometry.

LUMO energy (alpha / beta) = 2.1 / 2.0 eV
charge = -1
orbital gap (alpha / beta) = 0.0535 / 0.3127 Ha
spin multiplicity = 2

Last column: Mulliken spin population.
CARTESIAN COORDINATES (ANGSTROEM)
C1 0.534423 1.357167 5.153648  0.014
O1 1.328583 1.263587 3.952868  -0.053
H1 -0.533367 1.139047 5.135198  0.010
H2 0.890793 0.813287 6.028458  0.001
H3 0.592923 2.406277 5.443568  -0.004
H4 0.922893 1.888127 3.347088  0.020
C2 0.131273 -1.003193 -4.315632  0.157
O2 -0.730527 -0.167913 -3.504922  -0.071
H5 -0.406087 -1.771073 -4.872152  -0.001
H6 0.637343 -0.297243 -4.974142  -0.023
H7 0.853153 -1.446673 -3.629852  -0.049
H8 -1.086067 -0.691803 -2.783302  0.005
C3 2.488423 -3.698203 0.963328  1.578
O3 2.243583 -4.033373 -0.414842  -0.847
H9 1.852623 -2.913593 1.373518  0.149
H10 2.400553 -4.574773 1.605198  -0.536
H11 3.511793 -3.324203 0.932768  -0.322
H12 2.723043 -4.860683 -0.500162  0.345
C4 -4.246897 3.806797 -2.957492  0.032
O4 -5.049157 3.583227 -4.114272  -0.023
H13 -4.707237 4.540887 -2.296212  0.000
H14 -4.239637 2.871927 -2.397082  0.011
H15 -3.254267 4.212317 -3.153322  -0.008
H16 -4.525887 3.272467 -4.856712  0.005
C5 3.994223 -0.146933 0.172088  -0.139
O5 4.989593 0.691157 0.684218  -0.340
H17 3.004043 0.009557 0.600068  0.127
H18 3.911263 -0.079573 -0.912662  0.029
H19 4.247183 -1.180493 0.408448  0.194
H20 4.906723 0.617707 1.637808  0.074
C6 -4.559337 -2.107713 -1.388362  0.254
O6 -3.889247 -2.413393 -0.371532  -0.066
N1 -4.466937 -2.964113 -2.394592  -0.040
N2 -5.351777 -1.075863 -1.539602  -0.046
H21 -4.116327 -3.845003 -2.046452  0.005
H22 -4.965967 -2.852003 -3.265512  -0.014
H23 -5.689967 -0.889293 -2.472832  -0.016
H24 -5.516177 -0.377853 -0.828362  -0.020
C7 1.269793 4.495517 2.042218  0.213
O7 0.828293 3.400767 2.360778  -0.070
N3 2.338913 4.791887 1.274818  -0.042
N4 0.727693 5.632767 2.352228  0.011
H25 2.502943 5.744247 0.981188  0.005
H26 2.927643 4.026147 0.979638  0.002
H27 1.184843 6.424577 1.923108  -0.016
H28 -0.000327 5.648597 3.052118  -0.016
C8 -0.660017 -4.870543 -2.582012  0.632
O8 -1.652847 -4.743643 -3.278322  -0.151
N5 0.116243 -5.939863 -2.652182  0.066
N6 -0.406637 -4.009953 -1.638432  0.004
H29 0.814653 -6.189083 -1.966462  -0.180
H30 -0.116527 -6.654453 -3.326922  -0.075
H31 0.442633 -4.094823 -1.098402  0.132
H32 -1.151657 -3.362863 -1.423202  -0.032
C9 2.962593 2.559527 -1.970972  -0.067
C10 4.244533 3.143687 -1.431912  0.029
C11 4.452943 4.589967 -1.958732  0.034
O9 4.342493 3.204417 -0.041102  -0.067
H33 2.837023 2.553337 -3.053692  -0.025
H34 2.092323 3.011957 -1.495542  0.026
H35 2.730983 1.528597 -1.703302  0.068
H36 4.991393 2.462247 -1.839262  0.003
H37 4.252913 4.572567 -3.030072  -0.003
H38 5.527013 4.734027 -1.841602  -0.001
H39 3.927293 5.403547 -1.458852  -0.010
H40 4.426403 2.280447 0.205558  0.070
C12 0.075203 0.303697 0.057468  -0.238
C13 -1.424687 -0.156423 0.058318  -0.072
C14 -2.391157 0.984977 -0.232432  0.001
O10 -1.615977 -1.204403 -0.919612  0.075
H41 0.821753 -0.458233 0.281588  0.118
H42 0.208963 1.208567 0.650278  0.034
H43 0.455423 0.690927 -0.887832  -0.056
H44 -1.570957 -0.616733 1.035468  0.099
H45 -2.205107 1.769387 0.501178  0.026
H46 -3.407017 0.614387 -0.095362  -0.007
H47 -2.379437 1.418487 -1.232452  0.018
H48 -2.492807 -1.584543 -0.828702  0.015
C15 -1.849887 -1.067043 3.805448  0.043
C16 -1.770637 -2.500773 4.428098  -0.033
C17 -1.601287 -3.657033 3.368398  0.023
O11 -0.667877 -2.618823 5.313308  -0.052
H49 -0.883367 -0.651183 3.520848  -0.013
H50 -2.377287 -0.414693 4.501428  0.001
H51 -2.493597 -1.086813 2.926048  0.010
H52 -2.675687 -2.647323 5.017608  0.000
H53 -2.479377 -3.877663 2.761448  0.007
H54 -1.337057 -4.647223 3.739618  -0.042
H55 -0.830277 -3.461443 2.623158  0.070
H56 0.109043 -2.442303 4.777738  0.043

Atomic forces in eV per Å
0.4 1.4 0.2
-0.9 -1.4 1.4
-0.1 -0.4 -0.9
0.7 -0.4 -0.5
-0.1 0.3 0.3
0.2 0.4 -0.4
-0.3 1.0 1.2
0.1 -0.1 -1.0
0.0 0.0 0.0
0.1 -0.3 -0.2
0.2 -0.3 -0.3
-0.1 -0.3 0.5
0.7 0.1 -0.5
-0.9 0.6 0.8
-0.3 0.0 -0.5
0.1 0.0 0.1
0.2 0.0 0.8
0.4 -0.7 -0.6
-0.3 -0.3 0.2
-0.2 0.6 0.0
-0.4 0.1 -0.3
0.6 0.0 0.1
0.1 -0.4 -0.2
0.2 0.0 0.2
-0.7 -1.7 -0.4
0.2 0.7 0.2
-0.1 0.4 0.1
0.3 0.2 0.1
0.0 -0.2 -0.2
0.3 0.1 0.2
1.8 -2.1 2.0
-1.2 1.2 0.0
-0.3 -0.7 -1.2
-1.5 2.3 -0.5
0.3 -0.1 -0.9
0.2 -0.4 0.2
-0.1 0.2 0.3
0.4 -0.3 -0.1
0.9 -1.2 -1.1
0.3 -0.2 0.0
1.1 -1.7 -0.6
-2.5 3.0 1.6
0.4 -0.7 0.0
0.4 0.3 -0.6
-1.0 0.3 1.0
0.1 0.5 -0.4
-1.6 -0.3 -0.1
-1.4 -0.1 -1.6
1.7 -2.4 -0.7
0.7 1.6 1.8
0.0 0.3 0.0
0.0 0.4 0.1
0.0 0.4 0.3
0.6 0.2 0.1
-1.8 -0.6 0.7
-0.6 1.1 -1.4
1.1 -1.4 -0.4
-0.4 0.1 0.1
0.3 0.5 0.0
-0.1 0.7 -0.3
0.8 -0.3 0.2
0.8 0.4 0.0
-0.1 0.3 0.0
0.0 0.6 0.0
-0.3 -0.4 0.1
0.4 -0.6 0.9
-0.4 0.4 -0.8
1.4 -0.3 -1.2
-0.2 -0.1 0.8
1.4 0.9 -0.2
-0.5 -0.2 0.6
-0.1 -0.3 0.8
-0.7 -0.2 -0.7
-0.4 0.3 0.1
-0.2 0.2 0.0
-0.1 0.0 0.2
0.6 -0.3 -0.1
-0.5 -0.2 0.6
-0.7 -1.0 0.2
0.6 -0.6 -1.5
-0.5 0.3 -0.4
-0.2 0.4 0.5
0.1 -0.1 0.1
0.4 0.2 0.2
0.1 -0.1 -0.2
0.1 -0.2 0.1
-0.4 0.5 0.0
0.1 0.3 0.9
0.2 0.5 0.1
0.3 0.0 0.0

Entry 2:
The following is a DFT calculation (ωB97M-V/def2-TZVPD) of the molecule C8H12S at a distorted geometry.

LUMO energy = -0.3 eV
charge = 0
ΔE to the lowest compared entry with this formula, charge and spin = 3.521 eV
SMILES string = CC#CC(=S)C(C)(C)C
orbital gap = 0.3084 Ha

Last column: Löwdin charge in e.
CARTESIAN COORDINATES (ANGSTROEM)
C1 -3.859522 -0.213411 0.118229  -0.098
C2 -2.622763 0.478999 0.102551  -0.112
C3 -1.473593 0.808729 0.233060  -0.022
C4 -0.001375 1.513136 0.057844  -0.688
S1 0.047837 3.096220 -0.204915  0.792
C5 1.074243 0.418953 0.031136  -0.678
C6 2.334910 1.085799 -0.397836  -0.137
C7 1.066856 -0.244812 1.384322  -0.047
C8 0.795873 -0.574513 -1.145974  -0.044
H1 -3.856025 -1.104905 0.624703  0.054
H2 -4.126251 -0.408447 -0.870706  0.061
H3 -4.640355 0.498686 0.541387  0.116
H4 2.367900 1.509497 -1.397138  0.077
H5 3.099839 0.344071 -0.164670  0.086
H6 2.516705 1.935422 0.387125  0.102
H7 1.156278 0.354549 2.340346  0.122
H8 0.074902 -0.504284 1.448849  0.028
H9 1.623857 -1.206739 1.368113  0.103
H10 -0.281686 -0.827587 -1.197363  0.072
H11 1.227272 -0.198653 -2.129628  0.095
H12 1.439977 -1.553370 -1.022964  0.119

Atomic forces in eV per Å
-2.0 3.3 0.3
1.6 -0.4 0.7
3.3 2.5 -0.6
-4.1 -2.4 -0.1
0.2 -0.3 0.2
-0.1 1.5 -2.0
1.8 1.6 3.4
1.2 -0.3 0.7
0.9 -1.7 -0.2
0.2 -2.0 1.5
-0.8 -0.4 -1.8
0.7 -1.1 -0.4
-0.1 -0.2 0.1
0.5 0.2 -0.7
0.0 -1.2 -1.6
0.8 -0.3 -1.4
-2.5 -1.3 0.5
0.0 0.9 0.3
0.7 -0.1 -0.3
-1.1 -0.1 1.2
-1.4 1.7 0.2

| no. | molar mass (g/mol) | total energy (Ha) |
| --- | --- | --- |
| 1 | 520.67 | -1837.42651 |
| 2 | 140.25 | -710.07508 |